# 1
Here is a 12-piece molecular cluster, C30H87N3O21 overall at a distorted geometry from the Open Molecules 2025 dataset. Energies are from the ωB97M-V functional and the def2-TZVPD basis.

Last column: Mulliken charge in e.
Geometry (Å):
C -25.892 24.048 -42.746  -1.15
O -26.687 23.418 -41.732  -0.11
C -25.780 23.079 -40.680  -1.43
C -26.339 21.890 -39.903  1.95
C -27.484 22.276 -38.919  -1.65
N -25.336 21.337 -39.014  -0.82
H -25.294 24.868 -42.331  0.45
H -26.539 24.609 -43.422  0.28
H -25.153 23.434 -43.264  0.36
H -24.753 22.919 -41.022  0.44
H -25.642 23.994 -40.093  0.40
H -26.800 21.111 -40.519  -0.55
H -27.206 22.995 -38.141  0.45
H -27.698 21.502 -38.176  0.43
H -28.356 22.630 -39.468  0.20
H -25.797 20.572 -38.529  0.33
H -24.641 20.788 -39.519  0.32
C -33.625 19.112 -41.737  -0.66
O -34.825 19.435 -41.052  -0.23
C -35.001 18.917 -39.749  -0.53
C -36.504 18.731 -39.447  0.15
C -37.137 17.559 -40.212  -1.34
N -37.237 19.895 -39.978  -0.83
H -33.225 18.103 -41.602  -0.11
H -32.798 19.664 -41.275  0.31
H -33.733 19.439 -42.767  0.42
H -34.446 17.981 -39.621  0.37
H -34.545 19.594 -39.018  0.20
H -36.653 18.479 -38.396  0.42
H -38.181 17.432 -39.935  0.36
H -36.640 16.598 -40.050  0.37
H -36.975 17.712 -41.281  0.25
H -37.212 19.814 -40.989  0.34
H -36.580 20.667 -39.871  0.36
C -30.271 19.663 -40.368  -1.20
O -30.612 20.653 -41.287  0.77
C -29.513 20.960 -42.155  0.59
C -29.813 22.122 -43.077  1.10
C -31.051 22.006 -43.958  -1.07
N -28.663 22.613 -43.844  0.52
H -29.276 19.659 -39.915  0.23
H -30.442 18.676 -40.812  0.21
H -30.989 19.742 -39.547  0.31
H -28.686 21.160 -41.469  -0.75
H -29.234 20.064 -42.721  -0.51
H -30.098 22.984 -42.457  0.14
H -31.319 22.972 -44.391  0.35
H -31.890 21.616 -43.383  -0.49
H -30.811 21.405 -44.840  0.41
H -28.829 23.514 -44.287  0.38
H -27.892 22.936 -43.264  -0.38
O -34.478 25.047 -49.025  -0.54
C -34.202 24.745 -47.632  -0.37
C -32.695 24.635 -47.481  0.01
O -32.111 25.932 -47.561  -0.54
H -35.354 25.427 -49.132  0.29
H -34.601 25.482 -46.931  0.29
H -34.840 23.870 -47.484  0.31
H -32.265 23.915 -48.179  0.27
H -32.507 24.276 -46.467  -0.08
H -32.336 26.191 -48.465  0.36
O -34.608 22.256 -42.303  -0.15
C -34.840 22.320 -43.703  0.04
C -36.327 22.086 -43.975  -0.66
O -36.927 22.495 -45.223  -0.53
H -35.063 21.476 -41.963  -0.06
H -34.459 23.302 -43.983  0.37
H -34.260 21.579 -44.261  0.13
H -36.807 22.728 -43.231  0.33
H -36.549 21.037 -43.768  0.24
H -37.869 22.315 -45.238  0.31
O -30.552 15.490 -43.324  -0.48
C -31.468 15.366 -42.230  0.21
C -32.885 15.500 -42.664  -0.32
O -33.203 14.560 -43.671  -0.60
H -30.237 14.609 -43.549  0.27
H -31.301 14.388 -41.771  0.50
H -31.170 16.242 -41.647  -0.30
H -32.935 16.496 -43.121  0.18
H -33.647 15.484 -41.888  0.33
H -32.623 14.658 -44.431  0.33
O -28.754 17.461 -43.827  -0.60
C -29.143 17.760 -45.202  -0.41
C -30.388 18.672 -45.205  0.23
O -31.457 18.287 -44.348  -0.44
H -29.288 16.691 -43.553  0.25
H -28.281 18.271 -45.628  0.24
H -29.279 16.790 -45.682  0.37
H -30.752 18.674 -46.234  0.62
H -30.165 19.704 -44.922  -0.54
H -30.996 18.048 -43.532  -0.08
O -26.348 20.228 -48.276  -0.56
C -27.449 21.142 -48.462  -0.39
C -27.685 21.911 -47.153  -0.45
O -28.145 20.937 -46.200  -0.39
H -26.424 20.035 -47.333  0.34
H -27.260 21.823 -49.291  0.37
H -28.391 20.631 -48.672  0.22
H -28.426 22.693 -47.341  0.33
H -26.809 22.371 -46.690  0.29
H -28.489 21.446 -45.444  0.11
O -28.452 17.174 -36.937  -0.56
C -29.728 17.382 -37.543  -0.19
C -29.915 16.365 -38.674  -0.49
O -29.075 16.638 -39.786  -0.23
H -28.252 17.943 -36.397  0.31
H -30.469 17.246 -36.752  0.39
H -29.801 18.385 -37.969  0.00
H -30.966 16.405 -38.973  0.18
H -29.650 15.352 -38.369  0.55
H -28.550 15.868 -40.011  0.21
O -33.439 22.963 -38.161  -0.64
C -33.113 22.345 -39.402  0.99
C -32.380 23.205 -40.380  0.23
O -33.299 24.314 -40.614  -0.72
H -33.332 23.914 -38.261  0.40
H -32.563 21.411 -39.240  -0.45
H -34.047 21.960 -39.823  -0.40
H -32.276 22.747 -41.361  -0.41
H -31.404 23.447 -39.954  0.66
H -33.781 24.053 -41.406  0.41
O -26.570 19.032 -43.049  -0.41
C -25.693 17.938 -42.797  -0.54
C -25.216 18.009 -41.369  0.01
O -26.018 17.195 -40.543  -0.55
H -27.317 18.739 -43.584  0.21
H -26.124 16.980 -43.089  0.33
H -24.851 18.100 -43.483  0.36
H -25.223 19.025 -40.964  -0.25
H -24.238 17.551 -41.202  0.40
H -26.888 17.609 -40.483  0.24
O -29.860 28.725 -41.225  -0.53
C -30.661 27.834 -42.060  -0.52
C -30.478 26.399 -41.673  0.00
O -29.126 26.117 -41.956  -0.52
H -29.121 28.153 -40.984  0.33
H -31.696 28.157 -41.946  0.36
H -30.369 28.026 -43.094  0.28
H -31.206 25.811 -42.243  0.12
H -30.873 26.324 -40.655  0.25
H -28.836 25.355 -41.442  0.23

Output
SMILES = COC[C@H](C)N.COC[C@H](C)N.COC[C@H](C)N.OCCO.OCCO.OCCO.OCCO.OCCO.OCCO.OCCO.OCCO.OCCO
electronic energy = -79980.596 eV
energy relative to the best compared isomer or geometry (same formula, charge and spin) = 299.61 kJ/mol
net charge = 0
F_max = 0.056 Eh/bohr
E_HOMO = -9.7 eV
LUMO level = 0.065 eV


# 2
Here is a 13-piece molecular cluster, C30H87NO26 overall at a distorted geometry from the Open Molecules 2025 dataset. Energies are from the ωB97M-V functional and the def2-TZVPD basis.

Last column: Mulliken charge in e.
Geometry (Å):
C -0.864 7.713 -0.513  -0.26
C -2.275 7.225 -0.317  -0.48
O -2.577 5.972 -0.881  -0.50
O -0.447 7.845 -1.898  -0.53
H -0.232 7.061 0.090  0.22
H -0.690 8.699 -0.082  0.34
H -2.983 7.925 -0.761  0.31
H -2.524 7.244 0.744  0.32
H -2.594 6.020 -1.840  0.29
H 0.218 8.523 -2.035  0.30
C -0.767 -4.185 6.986  -0.25
C -1.091 -2.918 6.158  -0.52
O -0.481 -3.074 4.829  -0.49
O -1.516 -5.301 6.522  -0.51
H -0.887 -3.956 8.045  0.30
H 0.297 -4.419 6.962  0.23
H -0.609 -2.088 6.674  0.33
H -2.154 -2.691 6.072  0.31
H 0.020 -2.313 4.524  0.28
H -1.816 -5.162 5.620  0.32
C -10.142 -0.865 0.666  -0.48
C -9.012 -1.809 0.177  -0.29
O -8.314 -2.473 1.276  -0.49
O -11.260 -1.691 1.012  -0.50
H -10.511 -0.123 -0.041  0.32
H -9.790 -0.271 1.510  0.25
H -8.299 -1.396 -0.536  0.36
H -9.531 -2.531 -0.453  0.25
H -8.958 -2.762 1.927  0.28
H -11.010 -2.232 1.765  0.30
C -2.184 -6.245 -0.098  -0.32
C -3.216 -6.946 0.904  -0.40
O -3.724 -6.144 1.952  -0.50
O -0.932 -6.022 0.537  -0.50
H -2.653 -5.297 -0.363  0.24
H -2.050 -6.714 -1.072  0.35
H -2.791 -7.840 1.360  0.26
H -4.084 -7.278 0.335  0.29
H -4.348 -5.515 1.581  0.30
H -0.973 -5.286 1.153  0.27
C 5.572 0.769 -4.911  -0.38
C 6.234 2.201 -5.259  -0.31
O 7.481 2.486 -4.662  -0.50
O 4.679 0.942 -3.841  -0.49
H 6.220 -0.056 -4.616  0.28
H 4.984 0.358 -5.732  0.27
H 5.535 3.034 -5.185  0.32
H 6.499 2.126 -6.314  0.25
H 7.402 2.417 -3.708  0.28
H 4.106 1.694 -4.005  0.29
C 1.278 6.503 6.335  -0.35
C 0.439 5.240 6.443  -0.30
O -0.812 5.642 5.852  -0.51
O 2.656 6.160 6.499  -0.50
H 1.039 7.115 7.205  0.24
H 0.982 7.119 5.486  0.32
H 0.169 4.914 7.447  0.24
H 0.864 4.386 5.914  0.30
H -1.340 4.847 5.751  0.28
H 3.109 7.000 6.599  0.30
C -0.314 3.851 -5.893  -0.37
C -1.828 3.442 -5.964  -0.41
O -2.705 4.471 -5.547  -0.50
O 0.212 3.853 -4.595  -0.47
H -0.180 4.869 -6.257  0.30
H 0.349 3.210 -6.476  0.30
H -2.013 2.535 -5.387  0.28
H -2.085 3.071 -6.956  0.30
H -2.540 5.161 -6.194  0.31
H -0.186 4.628 -4.192  0.27
C 4.616 -3.976 0.435  -0.29
C 4.772 -4.661 1.836  -0.35
O 5.996 -5.359 1.889  -0.52
O 5.381 -2.726 0.305  -0.53
H 3.626 -3.585 0.200  0.29
H 4.896 -4.607 -0.408  0.23
H 3.945 -5.369 1.893  0.28
H 4.683 -3.970 2.675  0.27
H 6.711 -4.729 2.005  0.31
H 4.900 -2.142 -0.286  0.30
C -5.937 2.086 4.493  -0.31
C -6.137 3.189 3.444  -0.32
O -7.321 3.947 3.798  -0.52
O -5.354 2.615 5.673  -0.52
H -5.154 1.449 4.081  0.28
H -6.873 1.569 4.704  0.27
H -6.462 2.719 2.516  0.29
H -5.258 3.795 3.226  0.25
H -7.048 4.502 4.532  0.29
H -6.025 2.964 6.265  0.30
C 6.637 5.108 0.657  -0.34
C 5.077 5.265 0.849  -0.44
O 4.516 4.584 2.013  -0.49
O 6.934 3.797 0.135  -0.47
H 7.116 5.276 1.622  0.29
H 6.862 5.927 -0.026  0.30
H 4.575 5.000 -0.081  0.28
H 4.797 6.317 0.883  0.31
H 4.818 5.056 2.793  0.28
H 6.952 3.214 0.898  0.27
C -0.429 1.212 0.717  -0.27
C -1.185 0.442 -0.309  -0.28
O -2.506 1.007 -0.418  -0.51
O 0.864 0.719 0.942  -0.50
H -0.966 1.132 1.662  0.20
H -0.376 2.266 0.445  0.29
H -1.257 -0.605 -0.015  0.23
H -0.762 0.505 -1.312  0.25
H -2.451 1.947 -0.606  0.28
H 1.397 1.485 1.168  0.31
C 7.244 1.135 5.239  -0.40
C 7.659 2.353 6.053  -0.36
O 8.800 2.071 6.797  -0.52
O 8.120 0.887 4.164  -0.52
H 6.192 1.079 4.958  0.33
H 7.254 0.178 5.760  0.29
H 6.850 2.601 6.741  0.29
H 7.750 3.320 5.559  0.26
H 9.455 1.882 6.120  0.33
H 8.280 -0.056 4.083  0.30
C -5.108 -5.290 -5.839  -0.83
O -3.667 -5.281 -5.786  -0.26
C -3.018 -4.111 -6.296  -0.61
C -1.546 -4.062 -5.691  -0.54
N -0.794 -5.190 -6.208  -0.35
C 0.566 -5.193 -5.635  -0.71
C 1.568 -6.164 -6.266  -0.53
O 0.951 -7.450 -6.485  -0.29
C 1.860 -8.394 -6.969  -0.73
H -5.687 -4.418 -5.533  0.31
H -5.506 -6.142 -5.288  0.27
H -5.509 -5.478 -6.835  0.32
H -3.603 -3.218 -6.077  0.41
H -2.960 -4.140 -7.384  0.32
H -1.626 -4.088 -4.604  0.31
H -1.117 -3.106 -5.990  0.38
H -1.230 -6.075 -5.995  0.26
H 0.420 -5.423 -4.579  0.32
H 0.995 -4.191 -5.654  0.37
H 2.400 -6.307 -5.577  0.39
H 1.993 -5.726 -7.170  0.34
H 1.506 -9.425 -6.991  0.25
H 2.683 -8.376 -6.254  0.30
H 2.210 -8.236 -7.989  0.28

Output
electronic energy = -87233.443 eV
net charge = 0
F_max = 0.055 Eh/bohr
E_HOMO = -8.6 eV
LUMO level = -0.063 eV